Entry 1:
Molecular formula: C20H17BrN2O2PtSTe
Method: DFT, ωB97M-V with the def2-TZVPD basis set

Last column: Löwdin charge in e.
Atoms and positions in Å:
Pt: -0.256 -0.635 1.209  0.518
O: -3.495 -0.476 2.483  0.030
C: -4.093 0.661 2.057  -0.264
C: -5.115 1.198 2.836  -0.009
C: -5.775 2.347 2.435  -0.088
C: -5.446 2.966 1.234  -0.101
C: -4.432 2.423 0.458  -0.059
C: -3.728 1.292 0.864  -0.112
C: -2.568 0.808 0.008  -0.385
O: -2.117 -0.474 0.238  -0.315
N: -1.456 1.784 0.201  0.019
N: -0.214 1.329 0.227  -0.155
C: 0.798 2.110 0.191  -0.183
C: 2.179 1.637 0.215  -0.595
Br: 2.349 -0.253 0.192  0.856
C: 3.206 2.479 0.191  -0.086
C: 4.668 2.323 0.172  -0.214
C: 5.407 3.463 -0.159  -0.044
C: 6.791 3.436 -0.220  -0.079
C: 7.474 2.265 0.074  -0.081
C: 6.757 1.132 0.435  -0.073
C: 5.370 1.155 0.479  -0.055
H: -2.891 -0.751 1.757  0.029
H: -5.376 0.691 3.758  0.119
H: -6.562 2.760 3.056  0.102
H: -5.976 3.852 0.905  0.097
H: -4.179 2.881 -0.496  0.112
H: -2.877 0.907 -1.041  0.147
H: -1.626 2.772 0.086  0.145
H: 0.652 3.187 0.121  0.134
H: 2.887 3.518 0.147  0.115
H: 4.883 4.387 -0.378  0.111
H: 7.335 4.332 -0.492  0.105
H: 8.556 2.234 0.027  0.105
H: 7.276 0.218 0.694  0.107
H: 4.844 0.258 0.770  0.047
Te: -0.144 -2.582 2.800  0.800
C: 0.149 -3.947 1.227  -1.049
C: -0.498 -3.946 0.020  -0.262
C: -0.098 -5.031 -0.816  -0.201
C: 0.838 -5.829 -0.231  -0.442
S: 1.222 -5.284 1.342  0.909
H: -1.234 -3.202 -0.261  0.085
H: -0.495 -5.201 -1.809  0.100
H: 1.324 -6.703 -0.640  0.061

Computed properties:
E_LUMO (alpha / beta): -0.0563 / -0.0523 Eh
relative energy (zero: lowest compared OMol25 entry of this formula, charge and spin): 0.0 kcal/mol
HOMO level (alpha / beta): -7.2 / -7.3 eV

Entry 2:
Molecular formula: C3H12N4
Method: DFT, ωB97M-V with the def2-TZVPD basis set

Last column: Löwdin charge in e.
Atoms and positions in Å:
C: -0.063 0.586 -0.383  -0.451
C: 1.485 0.273 0.262  -0.192
C: 2.158 -0.911 -0.393  -0.132
N: -0.740 -0.606 -0.058  -0.201
N: -0.985 -0.741 1.306  0.022
N: -2.106 -0.369 -0.971  0.036
N: -0.626 1.793 0.140  0.053
H: 0.089 0.609 -1.466  0.127
H: -1.422 -1.638 1.478  0.081
H: -1.560 0.015 1.681  0.072
H: -1.249 2.233 -0.524  0.074
H: -0.099 2.297 0.837  0.075
H: -2.850 0.049 -0.406  0.036
H: -2.399 -1.311 -1.221  0.035
H: 2.014 1.207 0.069  0.087
H: 1.366 0.141 1.334  0.079
H: 1.601 -1.821 -0.184  0.062
H: 3.179 -1.026 -0.027  0.067
H: 2.207 -0.783 -1.474  0.069

Computed properties:
E_LUMO: 0.0425 Eh
relative energy (zero: lowest compared OMol25 entry of this formula, charge and spin): 62.2 kcal/mol
HOMO level: -8.8 eV

Entry 3:
Molecular formula: C4H7NO
Method: DFT, ωB97M-V with the def2-TZVPD basis set

Last column: Löwdin charge in e.
Atoms and positions in Å:
C: 0.021 -0.169 -0.960  -0.116
C: -1.233 0.778 1.061  -0.040
C: 0.059 0.068 0.504  -0.419
C: 1.294 -0.878 -1.530  -0.212
N: 1.017 -0.274 1.284  0.123
O: 1.387 -1.169 -2.718  0.019
H: 0.825 -0.022 2.261  0.058
H: 2.113 -1.132 -0.832  0.112
H: -0.826 -0.818 -1.196  0.131
H: -0.075 0.789 -1.478  0.130
H: -0.929 1.703 1.558  0.074
H: -1.709 0.107 1.780  0.075
H: -1.944 1.015 0.266  0.066

Computed properties:
E_LUMO: 0.0304 Eh
relative energy (zero: lowest compared OMol25 entry of this formula, charge and spin): 33.8 kcal/mol
HOMO level: -9.5 eV

Entry 4:
Molecular formula: C44H41NO2P2SSeW
Method: DFT, ωB97M-V with the def2-TZVPD basis set

Last column: Löwdin spin population.
Atoms and positions in Å:
W: -0.804 -0.113 0.179  1.705
C: -1.426 1.467 -2.881  0.003
C: -1.805 2.230 -1.653  0.020
C: -2.171 3.586 -1.797  -0.004
C: -2.571 4.315 -0.718  0.015
C: -2.721 3.687 0.537  -0.002
C: -3.216 4.360 1.677  0.022
C: -3.434 3.667 2.835  -0.001
C: -3.192 2.283 2.894  0.028
C: -2.697 1.602 1.807  0.026
S: -2.518 -0.155 1.799  0.155
C: -2.420 2.317 0.616  0.002
N: -1.871 1.634 -0.462  -0.009
H: -2.312 0.934 -3.237  0.001
H: -0.644 0.736 -2.709  0.001
H: -1.111 2.154 -3.663  0.000
H: -2.104 4.030 -2.779  0.000
H: -2.813 5.365 -0.822  0.001
H: -3.439 5.416 1.606  0.001
H: -3.824 4.172 3.708  0.000
H: -3.421 1.738 3.799  0.001
O: 0.765 -0.018 -1.285  0.065
P: 2.262 0.116 -1.508  0.010
C: 2.837 1.408 -0.353  0.003
P: 1.919 1.309 1.209  0.004
O: 0.432 1.541 0.944  0.031
C: 2.604 2.439 2.385  0.000
C: 3.979 2.500 2.620  0.000
C: 4.467 3.355 3.591  0.000
C: 3.589 4.150 4.319  0.000
C: 2.224 4.094 4.081  0.000
C: 1.723 3.238 3.113  0.000
C: 2.056 -0.387 1.787  0.004
C: 3.227 -1.069 2.084  0.001
C: 3.157 -2.400 2.477  0.000
C: 1.937 -3.057 2.585  0.001
C: 0.756 -2.379 2.313  0.003
C: 0.835 -1.053 1.901  0.009
C: 2.630 0.642 -3.165  0.000
C: 2.109 -0.126 -4.210  0.000
C: 2.380 0.221 -5.519  0.000
C: 3.179 1.325 -5.794  0.000
C: 3.706 2.086 -4.761  0.000
C: 3.430 1.748 -3.444  0.000
C: 3.111 -1.413 -1.185  0.002
C: 4.506 -1.437 -1.242  0.000
C: 5.181 -2.626 -1.033  0.000
C: 4.463 -3.793 -0.789  0.000
C: 3.078 -3.773 -0.755  0.000
C: 2.395 -2.581 -0.950  0.000
H: 2.559 2.378 -0.780  0.000
H: 3.916 1.401 -0.192  0.001
H: 4.676 1.894 2.053  0.000
H: 5.530 3.407 3.779  0.000
H: 3.976 4.819 5.075  0.000
H: 1.549 4.720 4.648  0.000
H: 0.659 3.187 2.921  0.000
H: 4.194 -0.589 2.010  0.000
H: 4.071 -2.931 2.709  0.000
H: 1.909 -4.089 2.908  0.000
H: -0.208 -2.853 2.437  0.001
H: -0.104 -0.459 2.028  0.004
H: 1.495 -0.995 -4.001  0.000
H: 1.976 -0.369 -6.330  0.000
H: 3.394 1.590 -6.821  0.000
H: 4.330 2.941 -4.979  0.000
H: 3.852 2.353 -2.652  0.000
H: 5.070 -0.538 -1.467  0.000
H: 6.261 -2.650 -1.078  0.000
H: 4.991 -4.726 -0.641  0.000
H: 2.527 -4.688 -0.583  0.000
H: 1.310 -2.565 -0.931  0.000
C: -7.144 -3.873 0.984  0.000
C: -5.829 -3.355 0.480  -0.002
C: -5.762 -2.214 -0.310  0.002
C: -4.558 -1.727 -0.799  0.000
C: -4.554 -0.481 -1.635  -0.004
C: -3.390 -2.422 -0.474  0.022
Se: -1.726 -1.781 -1.226  -0.113
C: -3.412 -3.573 0.311  0.000
C: -2.195 -4.380 0.672  -0.004
C: -4.646 -4.012 0.781  0.002
H: -7.940 -3.148 0.826  0.000
H: -7.094 -4.100 2.049  0.000
H: -7.421 -4.792 0.466  0.000
H: -6.675 -1.681 -0.548  0.000
H: -5.533 -0.006 -1.605  0.000
H: -4.323 -0.697 -2.681  -0.001
H: -3.821 0.243 -1.271  -0.001
H: -1.268 -3.960 0.280  -0.003
H: -2.283 -5.394 0.279  0.000
H: -2.105 -4.464 1.757  0.000
H: -4.676 -4.903 1.398  0.000

Computed properties:
E_LUMO (alpha / beta): -0.2295 / -0.2147 Eh
charge: +2
relative energy (zero: lowest compared OMol25 entry of this formula, charge and spin): 33.6 kcal/mol
HOMO level (alpha / beta): -12.2 / -12.7 eV
multiplicity: 3

Entry 5:
Molecular formula: C2HClFN3
Method: DFT, ωB97M-V with the def2-TZVPD basis set

Last column: Löwdin charge in e.
Atoms and positions in Å:
C: 1.186 -0.216 -0.183  -0.958
C: -1.075 0.168 0.219  -0.413
N: 0.928 -0.887 -1.229  0.209
N: 0.231 0.752 0.138  -0.017
N: -0.616 0.596 -1.036  0.215
F: -1.986 0.926 0.835  0.083
Cl: 2.553 -0.457 0.799  0.721
H: -1.221 -0.883 0.456  0.160

Computed properties:
E_LUMO (alpha / beta): -0.0461 / -0.0538 Eh
relative energy (zero: lowest compared OMol25 entry of this formula, charge and spin): 92.7 kcal/mol
HOMO level (alpha / beta): -10.7 / -10.7 eV

Entry 6:
Molecular formula: C28H31N4O3Ti
Method: DFT, ωB97M-V with the def2-TZVPD basis set

Last column: Löwdin spin population.
Atoms and positions in Å:
Ti: 0.593 -0.394 -0.681  0.938
N: 1.961 -0.939 1.086  0.003
C: 3.432 -0.913 1.362  0.001
C: 4.265 -0.742 0.103  0.000
C: 3.891 -1.749 -0.997  0.002
C: 3.479 -1.067 -2.290  0.001
N: 2.396 -0.063 -2.053  0.000
H: 1.511 -0.412 1.839  0.001
H: 1.623 -1.889 1.234  0.001
H: 3.709 -1.838 1.869  0.000
H: 3.631 -0.095 2.053  0.000
H: 5.316 -0.838 0.374  0.000
H: 4.147 0.285 -0.252  0.000
H: 3.062 -2.383 -0.664  0.001
H: 4.720 -2.422 -1.210  0.000
H: 3.102 -1.798 -3.005  0.000
H: 4.337 -0.571 -2.747  0.000
H: 1.945 0.122 -2.946  0.001
H: 2.828 0.825 -1.802  0.001
O: -0.211 1.003 0.698  0.011
C: -1.016 0.437 1.814  0.004
C: -1.155 -1.071 1.477  0.003
O: -1.595 -1.855 2.262  -0.002
O: -0.727 -1.394 0.260  0.006
C: -0.255 0.640 3.115  0.000
C: -0.763 0.083 4.287  0.000
C: -0.091 0.262 5.485  0.000
C: 1.086 0.997 5.532  0.000
C: 1.587 1.566 4.373  0.000
C: 0.919 1.390 3.166  0.000
C: -2.364 1.127 1.772  0.000
C: -3.410 0.599 1.016  0.000
C: -4.610 1.287 0.920  0.000
C: -4.767 2.507 1.564  0.000
C: -3.726 3.039 2.311  0.000
C: -2.527 2.350 2.421  0.000
H: -0.648 1.832 0.452  0.002
H: -1.680 -0.487 4.259  0.000
H: -0.494 -0.173 6.390  0.000
H: 1.603 1.135 6.472  0.000
H: 2.490 2.161 4.404  0.000
H: 1.308 1.870 2.277  0.000
H: -3.305 -0.362 0.527  0.000
H: -5.429 0.863 0.355  0.000
H: -5.708 3.036 1.496  0.000
H: -3.852 3.981 2.827  0.000
H: -1.728 2.750 3.033  0.000
C: -1.209 2.844 -3.169  0.000
C: -1.830 2.139 -4.190  0.001
C: -1.708 0.762 -4.228  0.000
C: -0.982 0.104 -3.244  0.002
N: -0.395 0.795 -2.244  0.004
C: -0.506 2.131 -2.225  0.004
C: -0.787 -1.360 -3.218  0.001
C: -1.390 -2.228 -4.115  0.000
C: -1.157 -3.589 -4.005  0.001
C: -0.335 -4.057 -2.991  0.001
C: 0.215 -3.138 -2.121  0.005
N: 0.008 -1.823 -2.236  0.005
H: -1.268 3.921 -3.109  0.000
H: -2.397 2.658 -4.952  0.000
H: -2.174 0.207 -5.028  0.000
H: 0.009 2.650 -1.424  0.001
H: -2.045 -1.860 -4.890  0.000
H: -1.621 -4.278 -4.697  0.000
H: -0.139 -5.112 -2.865  0.000
H: 0.830 -3.461 -1.290  0.001

Computed properties:
E_LUMO (alpha / beta): -0.2482 / -0.2458 Eh
charge: +2
relative energy (zero: lowest compared OMol25 entry of this formula, charge and spin): 2.0 kcal/mol
HOMO level (alpha / beta): -14.0 / -14.0 eV
multiplicity: 2

Entry 7:
Molecular formula: C6H18AlBrNO3P
Method: DFT, ωB97M-V with the def2-TZVPD basis set

Last column: Löwdin charge in e.
Atoms and positions in Å:
O: 1.307 1.070 -1.683  -0.676
P: 1.727 2.528 -1.900  0.490
Al: -0.146 3.607 -2.919  0.198
C: -1.660 3.429 -1.533  -0.315
C: -2.990 3.126 -2.133  -0.934
O: -3.712 3.955 -2.460  0.050
Br: -3.475 1.202 -2.308  0.544
H: 2.913 2.590 -2.685  -0.064
H: 1.950 3.086 -0.599  -0.073
H: 0.215 5.158 -3.163  -0.133
H: -0.515 2.937 -4.326  -0.109
H: -1.664 4.368 -0.970  0.057
H: -1.427 2.636 -0.804  0.024
C: -1.052 -2.227 0.829  -0.026
C: 0.267 -1.479 0.740  -0.305
C: 1.496 -2.356 0.953  -0.165
O: 1.640 -2.684 2.330  -0.196
C: 1.073 -3.936 2.721  -0.075
N: 0.294 -0.433 1.812  0.231
H: -1.304 -2.528 1.848  0.079
H: -1.865 -1.592 0.470  0.092
H: -1.029 -3.119 0.206  0.101
H: 0.330 -0.955 -0.219  0.143
H: 2.385 -1.777 0.686  0.139
H: 1.485 -3.238 0.314  0.137
H: 1.022 -4.641 1.890  0.096
H: 0.073 -3.781 3.133  0.079
H: 1.698 -4.358 3.506  0.094
H: -0.585 0.080 1.897  0.177
H: 1.055 0.236 1.662  0.179
H: 0.496 -0.904 2.704  0.161

Computed properties:
E_LUMO: -0.0333 Eh
relative energy (zero: lowest compared OMol25 entry of this formula, charge and spin): 15.9 kcal/mol
HOMO level: -7.6 eV

Taking the records one at a time from the top gives electronic energy values of -4391.74162 -340.43125 -286.57779 -5455.61755 -800.94128 -2379.44781 -3677.60197 Eh.